Arrangement P

Here is the molecule C14H28N2O2 from the OMol25 dataset. Energies are from wB97M-V/def2-TZVPD.

Atoms and positions in Å:
1 C 3.25594 1.16954 1.51258
2 H -4.04335 -3.86333 0.65476
3 C 0.88453 0.98215 1.01289
4 H -1.12499 0.31695 1.41692
5 H -1.07711 3.02332 -1.74448
6 H -2.00918 -2.51194 0.22370
7 H 3.85718 2.24903 -0.25904
8 C -1.99784 1.50432 -0.93356
9 H 2.98224 1.40456 2.54632
10 H 4.44548 3.47485 2.47820
11 H -3.88505 -2.49716 -2.18226
12 H -3.12895 -0.32474 0.74031
13 C 4.71236 3.22742 1.45277
14 H -3.01320 -3.91267 -1.59277
15 H -1.79784 -0.32440 -2.01853
16 H 4.15611 0.54797 1.54392
17 H 2.15901 -2.05257 -1.38462
18 H 0.80464 1.50930 1.96682
19 C -3.03927 -0.69666 -0.28430
20 C -0.22582 -0.07511 0.94179
21 H -2.11656 -2.53693 -2.22262
22 C -4.10336 -2.77939 0.59458
23 H -3.94528 -0.40197 -0.81794
24 C 2.48479 -0.19321 -0.34886
25 C -1.84248 -0.02342 -0.96740
26 H 2.68618 3.10735 0.74558
27 H 1.55208 -2.03154 0.27935
28 C -2.99391 -2.82682 -1.65185
29 H 2.31665 0.53715 -1.15793
30 H 5.61413 2.61921 1.47244
31 H -2.08484 1.86430 0.10350
32 H -5.06062 -2.51440 0.15028
33 H 4.93317 4.15113 0.92296
34 H -4.07163 -2.37906 1.60598
35 N -0.57118 -0.45012 -0.40925
36 C 0.28535 -1.12145 -1.21469
37 H -2.92615 1.76088 -1.46008
38 C 3.57660 2.47605 0.77106
39 C 1.64810 -1.44566 -0.63570
40 H 3.54043 -0.47517 -0.35718
41 C -2.95508 -2.22697 -0.24909
42 H 0.09561 -0.95491 1.50836
43 O -0.88357 2.09898 -1.56048
44 O -0.01345 -1.46272 -2.34595
45 N 2.19078 0.35699 0.96025
46 H 0.72935 1.70091 0.19326

- LUMO (eV) = 0.70
- structure (SMILES) = CCCN1CCC(=O)N([C@H](CO)CC(C)C)CC1
- E_HOMO (eV) = -8.38
- gap between HOMO and LUMO (eV) = 9.082

***

Arrangement Q

Here is the molecule C14H28N2O2 from the OMol25 dataset. Energies are from wB97M-V/def2-TZVPD.

Atoms and positions in Å:
1 H -0.17851 -2.47381 1.59306
2 H -2.06145 4.16878 -3.01472
3 H -2.82921 -0.32222 0.32868
4 H 2.27100 -1.19686 2.92908
5 N -1.10204 -0.28473 -0.79364
6 H 0.70448 2.06344 -2.38954
7 H -1.19596 0.30090 -2.83215
8 H 0.21087 4.90859 -1.89967
9 C -2.29628 1.72634 0.03471
10 H 0.38473 -0.24114 -2.22426
11 C -0.09139 1.77867 -1.70163
12 H -1.40540 -2.06620 -1.91046
13 C -2.26678 2.74543 -1.08600
14 C -1.11764 3.61849 -3.01687
15 H -1.04275 3.03899 -3.94627
16 H 1.01184 -1.97056 -1.16226
17 H -3.09123 0.24866 -1.33273
18 H 1.48104 -3.31959 5.94165
19 C -0.50872 0.32877 -1.96520
20 H -3.18147 1.95343 0.63043
21 H 1.96755 -3.67081 1.17032
22 H 0.30667 1.84631 -0.68530
23 H -1.87891 -2.11826 -0.20524
24 C -2.39789 0.28291 -0.47236
25 C 0.05110 4.61130 -2.93774
26 N -1.17449 2.71934 -1.88451
27 C 1.55217 -3.02845 3.80018
28 C 2.07349 -2.77532 5.20968
29 C 2.36776 -2.27085 2.75436
30 C 0.22410 -2.34895 -0.50857
31 H -0.19833 5.50603 -3.52239
32 H 1.22230 3.89504 -4.32123
33 H 3.10876 -3.09814 5.29835
34 O 1.27829 4.07065 -3.37512
35 H 0.56548 -0.95822 1.08124
36 H 3.42160 -2.53163 2.88191
37 H 1.59747 -4.09864 3.58463
38 H 0.50652 -2.72155 3.74727
39 O -3.18196 3.52975 -1.26305
40 H 2.69974 -2.15859 0.63789
41 H 2.02516 -1.71519 5.44910
42 C 0.58211 -2.04006 0.94250
43 C -1.12340 -1.73682 -0.89581
44 H -1.41509 1.82232 0.66955
45 C 1.95740 -2.58758 1.31584
46 H 0.16728 -3.42997 -0.65370

- LUMO (eV) = 0.76
- structure (SMILES) = CCCCCCCN1CCC(=O)N(CCO)CC1
- E_HOMO (eV) = -8.72
- gap between HOMO and LUMO (eV) = 9.488

***

Which of them is the most stable, and which is the least stable? arrangement P and arrangement Q, in that order.

***

Arrangement P

Here is the molecule C5H7IO from the OMol25 dataset. Energies are from wB97M-V/def2-TZVPD.

Atoms and positions in Å:
1 C 0.21637 -0.91713 -0.27012
2 C -0.24777 2.07385 0.16910
3 O 0.43032 1.33197 -0.92861
4 H 1.56481 0.47203 0.46997
5 H -1.22485 -1.18495 1.47522
6 C 1.11630 0.18890 -0.49199
7 C -1.12899 -1.23265 0.31921
8 H 1.99911 -0.21152 -1.17438
9 C -0.13047 -2.16714 -0.24492
10 H -1.37628 1.91400 0.16932
11 I 0.64061 -4.09224 -0.28677
12 H 0.21526 1.81900 1.18644
13 H 0.04910 3.12951 -0.20357
14 H -2.12352 -1.12364 -0.18890

- LUMO (eV) = 0.44
- structure (SMILES) = COCC1=C(I)C1
- E_HOMO (eV) = -8.85
- gap between HOMO and LUMO (eV) = 9.289

***

Arrangement Q

Here is the molecule C5H7IO from the OMol25 dataset. Energies are from wB97M-V/def2-TZVPD.

Atoms and positions in Å:
1 H -0.76008 -0.58471 -2.40361
2 C -1.12783 0.24733 -0.61162
3 H -1.53736 1.26067 -0.18221
4 H 0.05639 -1.41628 -0.45584
5 C 0.42712 -0.08599 1.26253
6 H 2.45353 1.11419 1.27668
7 H -1.16816 -1.46487 0.84577
8 C 1.85467 0.22386 0.93364
9 C -1.24408 0.19900 -1.92791
10 C -0.37895 -0.79021 0.20797
11 H -0.15051 0.51912 2.04746
12 H 2.41544 -0.08928 0.15309
13 O 1.52187 -0.71562 1.91815
14 I -2.36205 1.58277 -3.06410

- LUMO (eV) = 0.47
- structure (SMILES) = I/C=C/C[C@@H]1CO1
- E_HOMO (eV) = -9.13
- gap between HOMO and LUMO (eV) = 9.606

***

Which of them is the most stable, and which is the least stable? arrangement Q and arrangement P, in that order.

***

Arrangement P

Here is a cluster of 3 separate species, C4H11NO2 in total from the OMol25 dataset. Energies are from wB97M-V/def2-TZVPD.

Atoms and positions in Å:
1 H 2.28695 -1.75882 0.59118
2 H -2.12588 -2.25129 0.32868
3 O -2.02425 -1.68541 1.10148
4 C -1.22588 1.29216 -0.38521
5 H -0.88972 0.32218 -2.74651
6 N -0.04089 1.59788 -0.13580
7 H -0.80975 1.79717 -3.11360
8 C 1.14421 -0.05324 0.99770
9 H 1.95571 1.29801 -0.51986
10 H -2.01257 2.05021 -0.25693
11 H 0.26903 -0.30246 1.58436
12 C 1.11944 0.96023 0.07530
13 H 3.21700 -0.36388 1.30215
14 O -0.67427 0.91184 -3.46795
15 H -1.76055 0.33620 -0.48859
16 H -2.87657 -1.72482 1.56657
17 H 2.15741 -1.49717 2.24532
18 C 2.29058 -0.92879 1.32170

- total charge = +1
- <S²> = 0.77
- spin multiplicity = 2
- LUMO (alpha / beta) (eV) = -4.92 / -7.51
- E_HOMO (alpha / beta) (eV) = -14.74 / -15.01
- gap between HOMO and LUMO (alpha / beta) (eV) = 9.828 / 7.503

***

Arrangement Q

Here is a cluster of 3 separate species, C4H11NO2 in total from the OMol25 dataset. Energies are from wB97M-V/def2-TZVPD.

Atoms and positions in Å:
1 H 0.59309 2.91265 -0.09664
2 H 1.34364 -0.81122 -2.18132
3 C 1.08237 -1.71843 -1.63883
4 N -2.55930 0.14718 0.77793
5 H 1.71493 -2.56265 -1.83965
6 H -0.05440 -2.79721 -0.22371
7 H 0.84607 0.40033 1.77643
8 C -0.62663 -0.68208 -0.32922
9 H 2.09784 0.44915 0.79413
10 C 0.11120 -1.82352 -0.68639
11 O 1.51367 0.95665 1.36900
12 C -1.60271 -0.73841 0.67690
13 H -3.23060 0.12650 1.53925
14 H -2.56258 0.93868 0.15136
15 O 1.29277 3.47140 -0.44208
16 H -0.48897 0.16970 -0.98403
17 H 2.10267 3.09181 -0.08230
18 H -1.57307 -1.53051 1.41917

- total charge = +1
- <S²> = 0.78
- spin multiplicity = 2
- LUMO (alpha / beta) (eV) = -4.51 / -6.98
- E_HOMO (alpha / beta) (eV) = -13.78 / -13.93
- gap between HOMO and LUMO (alpha / beta) (eV) = 9.274 / 6.953

***

Which of them is the most stable, and which is the least stable? arrangement Q and arrangement P, in that order.

***

Arrangement P

Here is a cluster of 2 separate species, C4H11NO2 in total from the OMol25 dataset. Energies are from wB97M-V/def2-TZVPD.

Atoms and positions in Å:
1 H -2.78466 -1.62881 -0.01759
2 H -1.80187 -0.05806 -0.00926
3 O 0.71906 2.08824 2.07649
4 C 1.70645 2.19492 -0.21297
5 H -1.00784 -0.70761 -2.25206
6 H 1.62664 1.61056 -1.19796
7 H -2.35098 -1.85992 -2.24487
8 H 2.25929 0.53299 2.47819
9 H -1.23845 -1.86177 1.66246
10 C 1.45474 1.73730 1.18386
11 C -1.40978 -1.52856 -1.70542
12 H 1.11839 3.03261 -0.68069
13 H 2.72963 2.51790 -0.20284
14 N -0.93699 -1.93613 0.71718
15 H -0.56588 -2.32218 -1.52319
16 O 2.41749 0.93591 1.63188
17 C -1.86956 -1.10070 -0.14202
18 H -0.06570 -1.64670 0.43881

- total charge = +1
- <S²> = 0.75
- spin multiplicity = 2
- LUMO (alpha / beta) (eV) = -3.67 / -9.50
- E_HOMO (alpha / beta) (eV) = -13.46 / -13.45
- gap between HOMO and LUMO (alpha / beta) (eV) = 9.787 / 3.956

***

Arrangement Q

Here is a cluster of 3 separate species, C4H11NO2 in total from the OMol25 dataset. Energies are from wB97M-V/def2-TZVPD.

Atoms and positions in Å:
1 N -0.50728 0.49244 0.31718
2 H -1.96545 -2.04216 -1.66662
3 H 2.28581 -0.65342 0.74042
4 C 0.67656 0.77114 0.96012
5 H 0.13086 -2.91206 -0.61071
6 H 2.02834 2.33340 1.69507
7 O 0.12494 -2.14639 -1.19619
8 H -2.02881 1.07406 -0.90198
9 C -1.04590 1.32062 -0.49712
10 H 0.72145 2.99821 0.76821
11 C 1.44429 -0.42963 1.39696
12 H 0.05069 -1.37811 -0.61786
13 H 1.77557 -0.21435 2.41685
14 H -0.64880 2.19659 -1.02028
15 H -2.33598 -0.72666 -2.42840
16 O -2.68543 -1.43447 -1.88487
17 H 0.81135 -1.31018 1.44140
18 C 1.16778 2.06097 1.08784

- total charge = +1
- <S²> = 0.76
- spin multiplicity = 2
- LUMO (alpha / beta) (eV) = -6.18 / -8.75
- E_HOMO (alpha / beta) (eV) = -14.19 / -14.18
- gap between HOMO and LUMO (alpha / beta) (eV) = 8.005 / 5.429

***

Which of them is the most stable, and which is the least stable? arrangement Q and arrangement P, in that order.

***

Arrangement P

Here is a cluster of 2 separate species, C2H11N3 in total from the OMol25 dataset. Energies are from wB97M-V/def2-TZVPD.

Atoms and positions in Å:
1 C 0.59691 0.01985 -0.56862
2 H 0.59565 1.09502 -2.30321
3 N 1.43719 0.68025 1.61766
4 H -0.11680 -0.60430 -0.03394
5 C 0.91685 1.19309 0.34875
6 H -2.32623 -2.37924 -0.31097
7 H 1.54871 1.43367 2.28874
8 H 1.59576 1.86832 -0.19095
9 N -0.03927 0.49942 -1.79846
10 H -0.26051 -0.27748 -2.40735
11 H -2.83354 -0.95793 0.31448
12 H 1.50962 -0.55721 -0.75588
13 H -0.01036 1.72833 0.54911
14 N -2.80972 -1.96074 0.48572
15 H 2.38425 0.31209 1.48819
16 H -2.18849 -2.09314 1.27675

- LUMO (eV) = 1.00
- structure (SMILES) = NCCN.N
- E_HOMO (eV) = -9.43
- gap between HOMO and LUMO (eV) = 10.429

***

Arrangement Q

Here is a cluster of 2 separate species, C2H11N3 in total from the OMol25 dataset. Energies are from wB97M-V/def2-TZVPD.

Atoms and positions in Å:
1 C -1.81800 -1.65060 1.38624
2 H -0.96178 0.28766 0.96638
3 N -1.92842 -0.31343 0.94777
4 H 2.28171 2.23856 -2.68401
5 H 1.67981 0.55912 -0.74311
6 C 1.66298 2.33522 -1.66112
7 H 0.21765 -2.35332 0.81789
8 H 2.37700 1.72669 0.12546
9 H -1.08326 -3.23912 0.17975
10 H -2.16298 -0.19258 -0.02004
11 H 1.94814 3.32281 -1.21147
12 N -0.86314 -2.50437 0.78023
13 N 2.32365 1.35777 -0.78890
14 H 0.68300 2.17632 -1.93189
15 H -2.87305 -2.12850 1.32250
16 H -1.48331 -1.62225 2.51433

- LUMO (eV) = 0.78
- structure (SMILES) = NCN.CN
- E_HOMO (eV) = -8.82
- gap between HOMO and LUMO (eV) = 9.591

***

Which of them is the most stable, and which is the least stable? arrangement P and arrangement Q, in that order.